[1]
{
  "formula": "C2H8N4P4",
  "method": "the ωB97M-V functional and the def2-TZVPD basis",
  "charge": 0,
  "de_lowest_kcal_mol": 1.81,
  "smiles": "Cc1nnn(P(#[PH2])[PH]#[PH2])n1",
  "energy_ha": -1665.33616,
  "e_lumo_ha": 0.0165,
  "species": ["C", "C", "N", "N", "N", "P", "P", "P", "P", "N", "H", "H", "H", "H", "H", "H", "H", "H"],
  "coordinates": [[-2.874, 0.105, 1.665], [-1.888, 0.221, 0.533], [-2.076, 1.057, -0.516], [-1.038, 1.003, -1.292], [-0.234, 0.091, -0.713], [1.222, -0.482, -1.429], [1.752, 1.037, -2.849], [2.591, 0.142, 0.230], [1.652, -1.407, 1.419], [-0.821, -0.476, 0.330], [-2.922, -1.016, 1.995], [-2.396, 0.625, 2.503], [-3.819, 0.455, 1.229], [3.099, 0.866, -3.076], [1.208, 0.437, -4.007], [3.334, -0.817, -0.584], [2.455, -1.411, 2.490], [0.756, -0.430, 2.070]],
  "mulliken_charge": [-0.812, 0.511, -0.472, -0.364, 1.004, -0.061, -0.112, -0.082, -0.048, -0.722, 0.262, 0.225, 0.312, 0.080, 0.078, 0.093, 0.057, 0.051]
}

***

[2]
{
  "formula": "C3H7N3",
  "method": "the ωB97M-V functional and the def2-TZVPD basis",
  "charge": 0,
  "de_lowest_kcal_mol": 95.86,
  "energy_ha": -282.62149,
  "e_lumo_ha": 0.0186,
  "species": ["C", "C", "N", "C", "N", "N", "H", "H", "H", "H", "H", "H", "H"],
  "coordinates": [[1.206, 0.042, -0.069], [0.141, -0.969, -0.387], [-0.765, -0.446, 0.929], [0.148, 1.072, 0.292], [-0.040, -1.961, -1.090], [-0.365, 1.490, -0.874], [-0.449, -0.569, 1.889], [-1.771, -0.457, 0.818], [-0.743, -1.997, -1.815], [-1.167, 2.108, -0.746], [1.804, -0.297, 0.782], [1.801, 0.313, -0.938], [0.201, 1.672, 1.211]],
  "mulliken_charge": [-0.314, 0.243, -0.543, -0.056, -0.507, -0.730, 0.277, 0.249, 0.288, 0.169, 0.246, 0.298, 0.380]
}

***

[3]
{
  "formula": "C22H18AsBr2F6LuN3O3S",
  "method": "the ωB97M-V functional and the def2-TZVPD basis",
  "charge": 2,
  "spin_multiplicity": 2,
  "energy_ha": -10855.59163,
  "e_lumo_ha": [-0.2470, -0.3223],
  "species": ["Lu", "Br", "C", "C", "C", "Br", "C", "C", "C", "C", "N", "C", "C", "O", "H", "H", "H", "H", "C", "S", "O", "C", "C", "C", "C", "C", "C", "H", "H", "H", "H", "H", "H", "H", "H", "N", "C", "O", "C", "C", "C", "N", "C", "C", "H", "H", "H", "H", "H", "H", "F", "As", "F", "F", "F", "F", "F"],
  "coordinates": [[-0.621, -0.357, 0.649], [-3.553, 2.765, -2.168], [-4.036, 1.091, -1.577], [-5.337, 0.671, -1.868], [-5.763, -0.640, -1.547], [-7.382, -1.191, -2.113], [-4.789, -1.548, -0.888], [-5.116, -2.800, -0.384], [-4.191, -3.548, 0.326], [-2.964, -2.971, 0.553], [-2.585, -1.770, 0.119], [-3.509, -1.013, -0.553], [-3.092, 0.297, -0.881], [-1.968, 0.769, -0.581], [-5.911, 1.348, -2.432], [-6.116, -3.204, -0.641], [-4.398, -4.613, 0.705], [-2.264, -3.562, 1.077], [1.110, -2.957, -2.676], [1.829, -2.076, -1.321], [0.700, -1.903, -0.286], [2.120, -0.420, -1.840], [1.106, 0.285, -2.522], [1.266, 1.633, -2.735], [2.452, 2.222, -2.359], [3.456, 1.556, -1.646], [3.269, 0.187, -1.453], [0.157, -2.507, -3.010], [0.892, -3.909, -2.348], [1.852, -2.937, -3.518], [0.174, -0.144, -2.861], [0.523, 2.145, -3.280], [2.500, 3.310, -2.519], [4.388, 2.043, -1.370], [4.065, -0.471, -1.084], [6.134, 1.986, 2.636], [5.227, 2.078, 1.596], [5.475, 2.430, 0.465], [3.769, 1.649, 1.818], [2.798, 2.410, 1.171], [1.586, 1.780, 0.940], [1.404, 0.505, 1.264], [2.335, -0.188, 1.922], [3.548, 0.345, 2.235], [7.136, 2.273, 2.447], [5.904, 1.632, 3.514], [3.069, 3.402, 0.862], [0.792, 2.341, 0.364], [2.034, -1.196, 2.230], [4.301, -0.199, 2.695], [-1.159, -1.011, 2.573], [-2.088, 0.513, 3.348], [-2.821, -0.640, 4.347], [-3.273, 0.275, 2.087], [-2.720, 1.930, 4.031], [-1.038, 1.331, 2.104], [-0.674, 0.573, 4.381]],
  "lowdin_spin": [0.004, 0.054, 0.136, -0.007, 0.216, 0.131, 0.026, 0.010, 0.022, -0.003, 0.038, 0.041, 0.155, 0.174, -0.003, 0.001, 0.001, -0.001, 0.000, 0.000, 0.001, 0.000, 0.000, 0.000, 0.000, 0.000, 0.000, 0.000, 0.000, 0.000, 0.000, 0.000, 0.000, 0.000, 0.000, 0.000, 0.000, 0.000, 0.000, 0.000, 0.000, 0.000, 0.000, 0.000, 0.000, 0.000, 0.000, 0.000, 0.000, 0.000, 0.001, 0.000, 0.000, 0.001, 0.000, 0.002, 0.000]
}

***

[4]
{
  "formula": "CH3IN2O",
  "method": "the ωB97M-V functional and the def2-TZVPD basis",
  "charge": 0,
  "de_lowest_kcal_mol": 63.71,
  "smiles": "O=NI.C=N",
  "energy_ha": -522.21539,
  "e_lumo_ha": -0.0487,
  "species": ["O", "N", "I", "C", "N", "H", "H", "H"],
  "coordinates": [[-2.157, -2.132, 0.037], [-3.205, -1.728, 0.350], [-3.702, 0.393, -0.025], [0.262, 0.149, -0.042], [0.235, -0.964, 0.506], [-0.136, 1.067, 0.143], [1.021, 0.268, -0.865], [-0.391, -1.143, 1.309]],
  "mulliken_charge": [-0.151, 0.168, -0.029, -0.234, -0.507, 0.314, 0.187, 0.252]
}